The following is a DFT calculation (ωB97M-V/def2-TZVPD) of a structure of composition C46H34AuIOP2S.

```
86
Properties=species:S:1:pos:R:3:forces:R:3
Au -0.937 0.457 -0.352 0.3 -0.2 0.1
O 0.010 -1.905 -3.959 0.0 0.0 0.1
S -0.073 -1.544 -2.533 0.0 -0.1 0.0
C 1.594 -1.700 -1.854 0.0 -0.2 -0.2
C 2.335 -2.787 -2.294 0.0 0.0 0.0
C 3.648 -2.942 -1.878 0.0 0.0 0.0
C 4.217 -1.998 -1.033 0.0 0.0 0.0
C 3.481 -0.902 -0.614 0.0 0.0 0.0
C 2.156 -0.737 -1.023 0.2 0.2 0.1
P 1.346 0.852 -0.674 -0.1 -0.1 -0.1
C 1.655 1.791 -2.179 0.0 0.1 0.1
C 2.997 2.073 -2.459 0.0 0.0 0.0
C 3.331 2.724 -3.632 0.0 0.0 0.0
C 2.336 3.088 -4.532 0.0 0.0 0.0
C 1.009 2.792 -4.264 0.0 0.0 0.0
C 0.664 2.145 -3.087 0.0 -0.1 0.0
C 2.181 1.610 0.716 0.0 0.1 -0.1
C 2.429 0.862 1.870 -0.1 0.0 0.0
C 3.001 1.470 2.971 0.0 0.0 0.0
C 3.331 2.820 2.931 0.0 0.0 0.0
C 3.106 3.560 1.779 0.0 0.0 0.0
C 2.534 2.959 0.669 0.1 0.0 0.0
C -0.760 -3.009 -1.685 -0.1 0.0 0.0
C -0.991 -4.091 -2.517 0.0 0.0 0.0
C -1.436 -5.292 -1.980 0.0 0.0 0.0
C -1.626 -5.418 -0.613 0.0 0.0 0.0
C -1.406 -4.329 0.219 0.0 0.0 0.0
C -1.012 -3.101 -0.307 0.1 0.2 -0.1
P -0.724 -1.701 0.805 0.1 -0.1 -0.1
C -2.127 -1.430 1.921 0.0 0.0 -0.1
C -2.115 -0.226 2.634 0.0 0.0 0.0
C -3.191 0.120 3.435 0.0 0.0 0.0
C -4.289 -0.724 3.521 0.0 0.0 0.0
C -4.312 -1.909 2.801 0.0 0.0 0.0
C -3.239 -2.261 1.995 0.0 0.0 0.0
C 0.684 -2.210 1.830 -0.1 0.0 0.1
C 0.718 -1.913 3.195 0.0 0.0 0.0
C 1.804 -2.300 3.962 0.0 0.0 0.0
C 2.861 -2.988 3.382 0.0 0.0 0.0
C 2.817 -3.310 2.032 0.0 0.0 0.0
C 1.733 -2.930 1.259 0.0 -0.1 0.0
H 1.883 -3.495 -2.977 0.0 0.0 0.0
H 4.226 -3.790 -2.220 0.0 0.0 0.0
H 5.243 -2.106 -0.707 0.0 0.0 0.0
H 3.949 -0.168 0.028 0.0 0.0 0.0
H 3.782 1.790 -1.768 0.0 0.0 0.0
H 4.367 2.945 -3.846 0.0 0.0 0.0
H 2.601 3.598 -5.448 0.0 0.0 0.0
H 0.236 3.063 -4.969 0.0 0.0 0.0
H -0.373 1.911 -2.890 0.0 0.0 0.0
H 2.192 -0.193 1.905 0.0 0.0 0.0
H 3.199 0.886 3.859 0.0 0.0 0.0
H 3.778 3.292 3.795 0.0 0.0 0.0
H 3.385 4.603 1.739 0.0 0.0 0.0
H 2.404 3.534 -0.239 0.0 0.0 0.0
H -0.807 -3.983 -3.578 0.0 0.0 0.0
H -1.615 -6.136 -2.632 0.0 0.0 0.0
H -1.944 -6.361 -0.191 0.0 0.0 0.0
H -1.528 -4.442 1.289 0.0 0.0 0.0
H -1.265 0.447 2.571 0.0 0.0 0.0
H -3.170 1.050 3.987 0.0 0.0 0.0
H -5.131 -0.454 4.145 0.0 0.0 0.0
H -5.171 -2.562 2.862 0.0 0.0 0.0
H -3.292 -3.171 1.416 0.0 0.0 0.0
H -0.102 -1.394 3.671 0.0 0.0 0.0
H 1.816 -2.076 5.021 0.0 0.0 0.0
H 3.705 -3.293 3.985 0.0 0.0 0.0
H 3.623 -3.873 1.581 0.0 0.0 0.0
H 1.701 -3.217 0.216 0.0 0.0 0.1
I -3.362 -0.309 -1.208 -0.1 0.2 0.1
C -4.001 1.665 -0.918 0.0 -0.1 -0.1
C -5.340 1.907 -0.977 0.0 0.1 0.0
C -5.796 3.233 -0.829 0.1 0.0 0.0
C -4.889 4.233 -0.644 0.0 0.0 0.0
C -3.497 3.974 -0.587 0.0 0.1 0.0
C -2.588 5.043 -0.391 0.0 -0.1 0.0
C -1.251 4.808 -0.325 0.0 0.0 0.0
C -0.764 3.490 -0.441 0.2 0.0 0.0
C -1.588 2.416 -0.615 -0.4 -0.1 0.0
C -3.004 2.645 -0.713 0.1 0.0 -0.1
H -6.049 1.107 -1.139 0.0 0.0 0.0
H -6.856 3.439 -0.867 0.0 0.0 0.0
H -5.219 5.257 -0.532 0.0 0.0 0.0
H -2.982 6.046 -0.300 0.0 0.0 0.0
H -0.551 5.621 -0.182 0.0 0.0 0.0
H 0.304 3.352 -0.392 0.0 0.0 0.0
```
Forces are in eV/Å.

Summary:
LUMO level: -7.1 eV
net charge: +2
HOMO energy: -0.4879 hartree

Mulliken population analysis, charges in e, atoms 1 to 8: Au 2.52; O -0.74; S 1.34; C 0.16; C -0.54; C -0.83; C -1.00; C -0.34